No. 1
Density functional theory data (ωB97M-V with the def2-TZVPD basis set) for C16H31AsNO4PdSi3 as an isolated structure.

```
! wB97M-V def2-TZVPD RIJCOSX def2/J DEFGRID3
* xyz 1 3
Pd 0.56434 -0.77953 -0.00050
O 3.64476 2.14671 0.00052
C 2.58070 1.37549 -0.00001
O 2.61827 0.15455 -0.00067
C 1.27879 2.12745 0.00022
C 1.13172 3.49327 0.00041
C -0.17608 3.99277 0.00056
C -1.24952 3.12529 0.00050
C -1.00692 1.75219 0.00027
N 0.23316 1.30256 0.00016
C -2.09526 0.67116 0.00016
O -3.25113 1.03897 0.00057
O -1.64290 -0.53376 -0.00053
H 4.44514 1.59578 0.00024
H 1.99279 4.14600 0.00044
H -0.34164 5.06165 0.00072
H -2.27238 3.47594 0.00064
C 2.98060 -3.10490 1.55919
Si 2.23227 -3.77495 -0.00032
C 2.16057 -5.63010 -0.00030
C 2.98084 -3.10489 -1.55972
As -0.07140 -3.11505 -0.00026
Si -1.24352 -3.35911 2.08208
C -0.85084 -5.09341 2.62987
C -0.48570 -2.07273 3.18856
C -3.03861 -3.09115 1.77269
Si -1.24411 -3.36003 -2.08224
C -3.03904 -3.09064 -1.77316
C -0.48533 -2.07494 -3.18958
C -0.85273 -5.09514 -2.62840
H 4.07057 -3.17057 1.50900
H 2.64863 -3.68574 2.42199
H 2.71655 -2.05914 1.72385
H 3.17589 -6.03852 -0.00023
H 1.64570 -6.00680 -0.88585
H 1.64561 -6.00672 0.88523
H 4.07083 -3.16976 -1.50896
H 2.71615 -2.05937 -1.72491
H 2.64973 -3.68629 -2.42246
H 0.15835 -5.16673 3.04033
H -0.93225 -5.79108 1.79384
H -1.55121 -5.42289 3.40135
H 0.48069 -2.40050 3.57591
H -1.14238 -1.86882 4.03799
H -0.34688 -1.13191 2.65257
H -3.47417 -3.91061 1.19896
H -3.20689 -2.15470 1.23933
H -3.55383 -3.04086 2.73574
H -3.20681 -2.15394 -1.24008
H -3.47529 -3.90965 -1.19932
H -3.55401 -3.04026 -2.73633
H -0.34516 -1.13414 -2.65389
H -1.14213 -1.87047 -4.03876
H 0.48052 -2.40389 -3.57726
H -0.93443 -5.79178 -1.79154
H 0.15631 -5.16969 -3.03899
H -1.55354 -5.42500 -3.39931
*
```

Its relative energy (zero: lowest compared OMol25 entry of this formula, charge and spin) is 32.4 kJ/mol. The LUMO energy (alpha / beta) is -3.462 / -5.416 eV. The HOMO energy (alpha / beta) is -10.907 / -12.215 eV.

---

No. 2
Density functional theory data (ωB97M-V with the def2-TZVPD basis set) for one molecule with the formula C6H12N2 at a distorted geometry.

```
! wB97M-V def2-TZVPD RIJCOSX def2/J DEFGRID3
* xyz 0 1
C 1.53526 -0.95586 -0.09573
C -1.08759 -0.48868 0.09444
C 3.04798 -1.24855 0.04811
C -3.57005 -0.56100 0.40963
C 1.88305 1.57364 0.14644
C -2.45569 -0.15176 -0.51414
N -0.18632 0.47518 -0.15693
N 1.18289 0.26161 -0.05008
H 3.70987 -0.37138 0.36936
H 3.15649 -1.95599 0.81596
H 3.44966 -1.57380 -0.94791
H -3.69813 -0.01947 1.34331
H -3.57854 -1.58376 0.56518
H -4.45409 -0.25072 -0.04137
H 2.92500 1.28222 0.09190
H 1.60280 2.17031 -0.64769
H 1.62561 1.90458 1.24666
H -2.53639 0.86192 -0.76643
H -2.19070 -0.74127 -1.46841
H -0.36110 1.37275 -0.44230
*
```

Its relative energy (zero: lowest compared OMol25 entry of this formula, charge and spin) is 633.8 kJ/mol. The LUMO energy is 0.767 eV. The HOMO energy is -7.229 eV.

---

No. 3
Density functional theory data (ωB97M-V with the def2-TZVPD basis set) for one molecule with the formula CH8Si2 at a distorted geometry.

```
! wB97M-V def2-TZVPD RIJCOSX def2/J DEFGRID3
* xyz 0 1
Si 0.95747 1.25581 -0.38842
C -0.66098 0.33889 -0.01186
Si -0.50524 -1.50582 0.38264
H 1.91154 1.05821 0.70484
H 1.52974 0.74781 -1.63927
H 0.69575 2.69278 -0.53685
H -1.18515 0.90843 0.90522
H -1.35554 0.47872 -0.84042
H 0.34026 -1.70505 1.56074
H -1.82843 -2.08541 0.63079
H 0.10058 -2.18437 -0.76741
*
```

Its relative energy (zero: lowest compared OMol25 entry of this formula, charge and spin) is 0.0 kJ/mol. The LUMO energy is 1.055 eV. The SMILES is [SiH3]C[SiH3]. The HOMO energy is -10.919 eV.

---

No. 4
Density functional theory data (ωB97M-V with the def2-TZVPD basis set) for C3H7NO as an isolated structure at a distorted geometry.

```
! wB97M-V def2-TZVPD RIJCOSX def2/J DEFGRID3
* xyz 0 1
C -0.93061 0.34588 -0.90280
N -1.01554 -0.74702 0.04135
C 2.20701 -0.22389 0.31825
C -2.14343 -0.13374 0.53078
O -0.66501 1.57543 -0.78693
H -1.20450 -0.01385 -1.90472
H 1.09910 -0.38944 0.47762
H 2.41919 0.80629 0.52969
H 2.48919 -0.43839 -0.78458
H -3.09630 -0.32919 0.06312
H 2.82412 -0.93607 1.06578
H -1.98322 0.48398 1.35244
*
```

Its relative energy (zero: lowest compared OMol25 entry of this formula, charge and spin) is 549.8 kJ/mol. The LUMO energy is -1.709 eV. The HOMO energy is -8.996 eV.